1.
{
  "formula": "C18H27N7Se3TeV",
  "method": "the ωB97M-V functional and the def2-TZVPD basis",
  "species": ["Te", "Se", "Se", "Se", "V", "N", "N", "N", "N", "N", "N", "N", "C", "C", "C", "C", "C", "C", "C", "C", "C", "C", "C", "C", "C", "C", "C", "C", "C", "C", "H", "H", "H", "H", "H", "H", "H", "H", "H", "H", "H", "H", "H", "H", "H", "H", "H", "H", "H", "H", "H", "H", "H", "H", "H", "H", "H"],
  "positions_angstrom": [[-3.211, 1.908, 2.988], [-0.706, 1.902, 2.639], [-4.664, -1.727, 2.584], [-3.660, -0.293, 4.155], [-0.330, 0.118, 0.914], [-0.426, -1.256, 2.712], [2.325, -0.950, -3.773], [1.660, -0.141, 1.269], [0.468, 1.469, -0.268], [0.766, -1.003, -2.218], [-1.926, 0.684, -0.288], [-1.052, -1.756, 0.075], [2.349, 2.771, -0.855], [1.512, 3.620, -1.533], [2.046, -1.145, 2.239], [-0.975, -2.579, 2.372], [1.266, -0.221, -4.264], [-0.702, -2.911, 0.920], [-0.370, 2.286, -0.943], [1.809, 1.656, -0.188], [0.935, -1.223, 3.289], [0.116, 3.386, -1.586], [-2.840, 2.452, -1.747], [-2.480, -1.669, -0.355], [0.313, -0.268, -3.291], [1.973, -1.400, -2.542], [2.475, 0.693, 0.660], [3.961, 0.666, 0.831], [-3.047, -0.235, -0.288], [-1.779, 1.762, -0.952], [0.359, -3.114, 0.750], [-2.734, 3.532, -1.647], [-3.829, 2.175, -1.391], [-3.732, -0.058, -1.119], [2.990, -0.913, 2.734], [2.638, -1.994, -1.929], [-0.665, 0.193, -3.292], [-3.083, -2.284, 0.315], [-0.475, -1.765, -0.768], [0.979, -0.316, 3.888], [2.174, -2.107, 1.733], [-2.558, -2.066, -1.370], [4.249, 0.976, 1.840], [3.412, 2.971, -0.823], [-0.586, -3.363, 3.030], [1.921, 4.488, -2.035], [4.460, 1.327, 0.125], [4.352, -0.343, 0.680], [-2.057, -2.519, 2.523], [-1.259, -3.803, 0.620], [3.198, -1.118, -4.233], [1.100, -2.081, 3.947], [-1.062, -0.817, 3.378], [-0.536, 4.062, -2.123], [-3.595, -0.123, 0.654], [-2.761, 2.211, -2.811], [1.291, 0.253, -5.232]],
  "lowdin_charge": [0.2714, 0.0054, -0.1807, -0.2811, 0.5529, -0.1522, 0.0556, -0.0566, -0.0371, 0.0463, -0.0378, -0.1271, -0.0015, -0.0495, -0.1855, -0.1927, -0.0894, -0.1757, -0.2319, -0.2165, -0.1894, 0.0002, 0.0025, -0.1584, -0.1406, -0.1879, -0.2783, -0.0163, -0.1888, -0.2661, 0.1095, 0.0867, 0.0857, 0.1196, 0.1156, 0.1247, 0.0990, 0.0488, 0.0658, 0.0965, 0.1134, 0.1193, 0.0938, 0.1062, 0.1259, 0.1060, 0.0680, 0.0851, 0.0205, 0.1268, 0.1461, 0.1217, 0.0034, 0.1103, 0.0027, 0.0947, 0.1110],
  "lumo_energy_ev": [-0.33, -0.79],
  "relative_energy_kj_mol": 0.0,
  "largest_force_ev_per_a": 1.21,
  "spin_multiplicity": 4,
  "homo_lumo_gap_ev": [5.31, 4.87]
}

2.
{
  "formula": "CH5NOP",
  "method": "the ωB97M-V functional and the def2-TZVPD basis",
  "species": ["P", "O", "N", "C", "H", "H", "H", "H", "H"],
  "positions_angstrom": [[1.731, 0.233, 0.772], [1.295, -0.534, -0.642], [0.028, 0.139, -0.332], [-0.891, -1.110, -0.316], [-1.354, -1.258, 0.700], [-0.144, -1.889, -0.567], [1.747, 1.576, 0.288], [-1.681, -1.026, -1.077], [3.366, 0.351, 1.103]],
  "lowdin_charge": [0.5230, -0.6592, -0.4011, -0.2189, 0.0356, 0.0393, -0.1490, 0.0235, -0.1933],
  "lumo_energy_ev": 4.78,
  "charge": -1,
  "relative_energy_kj_mol": 378.1,
  "largest_force_ev_per_a": 2.69,
  "homo_lumo_gap_ev": 6.82
}

3.
{
  "formula": "C49H46N3Si",
  "method": "the ωB97M-V functional and the def2-TZVPD basis",
  "species": ["Si", "N", "N", "N", "C", "C", "C", "C", "C", "C", "C", "C", "C", "C", "C", "C", "C", "C", "C", "C", "C", "C", "C", "C", "C", "C", "C", "C", "C", "C", "C", "C", "C", "C", "C", "C", "C", "C", "C", "C", "C", "C", "C", "C", "C", "C", "C", "C", "C", "C", "C", "C", "C", "H", "H", "H", "H", "H", "H", "H", "H", "H", "H", "H", "H", "H", "H", "H", "H", "H", "H", "H", "H", "H", "H", "H", "H", "H", "H", "H", "H", "H", "H", "H", "H", "H", "H", "H", "H", "H", "H", "H", "H", "H", "H", "H", "H", "H", "H"],
  "positions_angstrom": [[-0.379, 0.757, -3.486], [-1.092, 0.922, 4.728], [1.860, -4.756, 3.925], [-1.710, 1.660, -1.133], [-0.596, 2.805, 0.632], [0.976, -2.557, -5.520], [-0.153, -0.836, 3.655], [1.422, -6.341, 0.592], [2.231, -5.718, 4.947], [1.108, -2.851, 2.927], [1.832, 5.424, 1.759], [1.337, -3.867, 1.903], [1.004, -5.181, -0.086], [1.671, 2.609, -2.859], [2.066, 0.323, -2.144], [-0.352, 0.560, 3.646], [-2.834, 2.581, -1.170], [-1.707, 4.119, -5.554], [2.902, 4.647, 2.229], [-1.412, 3.232, -4.513], [-0.883, -1.342, 4.821], [-0.829, 2.531, -7.161], [-1.752, 0.661, -2.174], [3.539, 2.098, -1.412], [0.710, 4.805, 1.225], [-3.154, 0.775, -2.819], [0.557, -1.577, 2.695], [-1.525, 2.278, 5.014], [-1.419, -0.208, 5.480], [0.819, -1.259, -5.022], [1.792, -5.036, 2.556], [1.773, 2.634, 1.480], [-0.685, 1.764, -0.259], [3.201, 0.742, -1.443], [2.793, 3.026, -2.141], [-0.853, 1.978, -4.801], [-0.577, 1.626, -6.127], [-2.044, -2.716, 6.422], [1.473, -3.468, 4.150], [-0.958, -3.277, -4.248], [0.093, -3.568, -5.123], [-2.230, -0.292, 6.602], [1.874, -6.270, 1.922], [-1.151, -1.969, -3.793], [2.880, 3.254, 2.061], [0.992, -3.929, 0.559], [-2.534, -1.576, 7.084], [1.259, 1.272, -2.787], [0.631, 3.395, 1.124], [-0.240, -0.966, -4.151], [-3.883, 1.888, -2.056], [-1.225, -2.603, 5.286], [-1.400, 3.775, -6.875], [-3.089, 1.012, -3.889], [-1.607, 4.474, -7.686], [-3.156, -1.693, 7.976], [1.461, -3.054, 5.150], [3.758, 5.130, 2.702], [-2.006, -1.739, -3.155], [1.792, -2.764, -6.210], [0.088, 0.982, -0.318], [3.738, 2.660, 2.392], [0.685, -5.263, -1.129], [-1.510, 3.353, 0.875], [-2.200, 2.267, 5.869], [-0.574, 2.248, -8.180], [0.223, -4.583, -5.500], [-2.305, -3.706, 6.801], [-1.582, -0.339, -1.750], [0.706, -1.153, 1.701], [-3.665, -0.192, -2.733], [1.111, 3.317, -3.475], [-2.171, 5.076, -5.317], [2.257, -7.134, 2.462], [-4.378, 2.610, -2.713], [1.399, -7.302, 0.078], [-0.857, -3.485, 4.774], [-2.039, 2.703, 4.140], [0.005, 1.297, 2.935], [3.802, 0.004, -0.913], [-0.132, 5.395, 0.848], [4.379, 2.436, -0.804], [-0.153, 0.645, -6.344], [3.162, -5.422, 5.448], [-0.664, 2.922, 5.242], [1.869, 6.515, 1.819], [-1.607, 3.536, -3.481], [3.070, 4.080, -2.150], [-1.643, -4.057, -3.917], [-4.648, 1.439, -1.411], [1.443, -5.794, 5.707], [1.770, 1.556, 1.296], [0.706, -3.013, 0.042], [-2.599, 0.618, 7.072], [1.518, -0.473, -5.318], [2.373, -6.693, 4.471], [-2.516, 3.548, -1.600], [-3.241, 2.796, -0.175], [1.809, -0.737, -2.200]],
  "lowdin_charge": [0.7273, -0.0537, -0.0596, -0.1229, -0.0921, -0.0698, -0.1207, -0.0589, 0.0132, -0.1302, -0.0882, -0.1178, -0.0590, -0.0666, -0.1051, 0.0761, -0.1540, -0.0725, -0.0979, -0.0939, -0.1060, -0.0695, -0.3035, -0.0898, -0.0480, -0.1557, 0.1044, 0.0189, -0.1570, -0.1059, -0.1580, -0.0833, -0.0871, -0.0885, -0.0650, -0.2544, -0.0764, -0.0614, 0.0355, -0.0810, -0.0810, 0.0052, 0.0024, -0.0818, -0.0977, -0.0092, -0.0588, -0.2553, -0.2566, -0.2487, -0.1377, -0.0279, -0.0771, 0.1006, 0.1055, 0.1134, 0.1533, 0.0993, 0.0847, 0.1066, 0.1216, 0.1041, 0.1090, 0.0905, 0.0832, 0.1062, 0.1047, 0.1096, 0.1030, 0.1301, 0.1090, 0.1020, 0.1049, 0.1074, 0.1148, 0.1115, 0.1048, 0.1067, 0.1183, 0.1021, 0.1126, 0.1067, 0.0864, 0.1078, 0.1112, 0.1060, 0.0933, 0.1109, 0.1025, 0.1104, 0.1053, 0.0940, 0.1096, 0.1087, 0.1130, 0.0862, 0.1159, 0.1143, 0.1010],
  "lumo_energy_ev": -4.25,
  "charge": 1,
  "relative_energy_kj_mol": 0.0,
  "largest_force_ev_per_a": 1.63,
  "homo_lumo_gap_ev": 4.55
}

4.
{
  "formula": "C3H10S2",
  "method": "the ωB97M-V functional and the def2-TZVPD basis",
  "species": ["S", "S", "C", "C", "C", "H", "H", "H", "H", "H", "H", "H", "H", "H", "H"],
  "positions_angstrom": [[2.851, -0.862, 2.169], [-1.372, -0.444, -1.293], [1.791, -2.252, 2.711], [-1.905, 1.300, -1.501], [-1.033, 2.023, -2.534], [-0.085, 2.337, -2.081], [1.983, -3.204, 2.220], [-1.505, 2.934, -2.890], [-1.832, 1.804, -0.542], [4.007, -1.353, 2.709], [-0.772, 1.356, -3.351], [0.758, -1.948, 2.608], [-2.919, 1.384, -1.894], [1.996, -2.430, 3.764], [-1.961, -0.645, -0.094]],
  "lowdin_charge": [0.5880, 0.6581, -0.4961, -0.6207, -0.1906, 0.0694, 0.0246, 0.0667, 0.0590, -0.1500, 0.0565, 0.0153, 0.0594, 0.0173, -0.1567],
  "lumo_energy_ev": 0.79,
  "relative_energy_kj_mol": 49.0,
  "largest_force_ev_per_a": 1.15,
  "smiles": "CCS.CS",
  "homo_lumo_gap_ev": 9.79
}